(1)
Here is 14 unconnected molecules or ions with the total composition C53H93N6O31 at a distorted geometry from OMol25. Energies are from wB97M-V/def2-TZVPD.

```
183
C53H93N6O31 wB97M-V/def2-TZVPD
C -0.177 1.368 -3.819
C 0.964 1.572 -2.835
N 1.147 0.567 -1.795
C 1.984 -0.502 -1.919
C 2.047 -1.103 -0.700
N 1.227 -0.393 0.155
C 0.591 0.573 -0.566
C 0.947 -0.856 1.492
H -0.483 2.283 -4.330
H -1.043 1.016 -3.249
H 0.011 0.654 -4.624
H 0.834 2.558 -2.385
H 1.904 1.696 -3.376
H 2.307 -0.745 -2.922
H 2.635 -1.951 -0.357
H -0.201 1.240 -0.273
H 0.627 -1.895 1.509
H 0.172 -0.266 1.980
H 1.839 -0.726 2.104
C -2.264 -2.291 -1.215
C -0.931 -2.951 -1.479
N -0.783 -4.230 -0.854
C 0.216 -5.125 -1.162
C 0.181 -6.117 -0.244
N -0.821 -5.789 0.638
C -1.443 -4.679 0.207
C -1.124 -6.495 1.893
H -2.210 -1.286 -1.648
H -2.576 -2.126 -0.182
H -3.092 -2.746 -1.766
H -0.168 -2.321 -1.000
H -0.522 -2.896 -2.487
H 0.828 -5.009 -2.042
H 0.850 -6.951 -0.116
H -2.328 -4.269 0.676
H -0.407 -7.286 2.074
H -2.153 -6.844 1.809
H -1.074 -5.729 2.669
N -2.379 -2.342 2.679
O -1.654 -2.568 3.645
O -3.351 -3.097 2.388
O -2.098 -1.408 1.864
C 4.451 -3.425 -5.291
C 3.474 -2.590 -5.819
C 2.143 -2.415 -5.105
O 1.120 -1.788 -5.561
C 2.025 -2.991 -3.863
C 3.006 -3.828 -3.191
C 4.315 -4.141 -4.033
O 5.084 -4.958 -3.557
O 2.851 -4.313 -2.084
O 3.746 -2.023 -6.941
H 5.395 -3.596 -5.792
H 1.129 -2.800 -3.282
C 2.141 -5.309 2.315
C 3.077 -5.047 1.312
C 3.576 -3.595 1.093
O 4.446 -3.397 0.186
C 3.206 -2.553 1.925
C 2.203 -2.830 2.906
C 1.701 -4.283 3.196
O 1.042 -4.411 4.237
O 1.682 -1.934 3.590
O 3.350 -5.986 0.516
H 1.704 -6.291 2.457
H 3.610 -1.552 1.869
C -3.829 3.084 -4.111
C -4.651 1.815 -3.867
O -3.817 0.677 -3.734
C -3.690 -0.247 -4.680
O -4.362 -0.336 -5.689
O -2.739 -1.054 -4.314
C -2.366 -2.089 -5.261
H -4.253 3.556 -4.997
H -2.754 2.930 -4.139
H -4.059 3.745 -3.271
H -5.316 1.583 -4.701
H -5.201 1.911 -2.934
H -1.547 -2.562 -4.732
H -2.139 -1.818 -6.291
H -3.265 -2.689 -5.426
C 5.803 2.938 -4.178
C 5.324 2.113 -2.991
O 4.327 2.866 -2.287
C 3.933 2.471 -1.060
O 3.104 3.095 -0.446
O 4.563 1.402 -0.652
C 4.423 0.937 0.674
H 6.655 2.401 -4.604
H 6.172 3.961 -4.055
H 5.122 3.073 -5.021
H 6.185 1.859 -2.375
H 4.918 1.184 -3.390
H 4.602 1.748 1.388
H 5.098 0.171 1.050
H 3.408 0.562 0.780
C -4.473 1.135 0.146
C -3.123 1.807 -0.040
O -3.379 3.210 -0.232
C -2.375 3.920 -0.773
O -1.290 3.494 -1.054
O -2.855 5.117 -1.095
C -2.018 5.930 -1.893
H -4.958 1.492 1.054
H -4.306 0.060 0.204
H -5.094 1.354 -0.721
H -2.672 1.475 -0.980
H -2.419 1.554 0.755
H -2.646 6.681 -2.374
H -1.460 5.465 -2.705
H -1.319 6.497 -1.276
C -3.285 1.380 2.946
C -4.160 0.159 3.204
O -5.501 0.378 3.666
C -5.792 1.037 4.755
O -5.035 1.467 5.580
O -7.131 1.096 4.952
C -8.018 0.583 3.959
H -3.297 2.056 3.804
H -3.691 2.055 2.179
H -2.283 1.065 2.668
H -3.711 -0.366 4.052
H -4.153 -0.523 2.360
H -8.190 1.324 3.176
H -8.973 0.479 4.471
H -7.641 -0.351 3.553
C 2.082 5.740 -1.306
C 1.872 5.957 0.197
O 2.892 6.871 0.581
C 2.972 7.238 1.836
O 2.165 7.033 2.701
O 4.087 7.978 1.982
C 4.186 8.780 3.115
H 1.458 4.950 -1.726
H 3.064 5.368 -1.593
H 1.930 6.699 -1.807
H 1.994 4.981 0.671
H 0.846 6.215 0.462
H 5.138 9.305 3.128
H 4.155 8.229 4.064
H 3.320 9.443 3.209
C 1.311 0.624 5.068
O 0.271 -0.226 5.449
C -0.347 0.197 6.634
C -1.537 -0.737 6.888
N -1.015 -2.132 6.971
C -2.081 -3.093 7.193
C -1.550 -4.499 7.445
O -0.574 -4.827 6.482
C -0.344 -6.176 6.370
H 2.237 0.380 5.606
H 1.202 1.720 5.119
H 1.500 0.439 4.011
H -0.616 1.261 6.659
H 0.319 0.111 7.509
H -2.377 -0.712 6.196
H -1.931 -0.590 7.907
H -0.437 -2.034 7.804
H -2.676 -3.093 6.274
H -2.801 -2.752 7.958
H -2.363 -5.229 7.338
H -1.073 -4.586 8.432
H 0.497 -6.389 5.711
H -1.182 -6.791 5.999
H -0.085 -6.709 7.305
C 3.121 1.473 -6.977
O 4.373 0.814 -6.790
H 2.248 1.041 -6.484
H 3.237 2.499 -6.621
H 2.927 1.436 -8.052
H 4.145 -0.145 -6.793
C -1.369 0.429 -7.729
O 0.038 0.376 -7.625
H -1.811 -0.468 -8.179
H -1.773 0.303 -6.711
H -1.682 1.382 -8.143
H 0.312 -0.514 -7.350
C 0.813 3.034 2.378
O 1.943 2.264 1.957
H 0.307 3.372 1.470
H 0.086 2.411 2.896
H 1.121 3.853 3.027
H 2.548 2.703 1.336
```

Computed properties:
- Gap between HOMO and LUMO: 3.65 eV
- Lowest unoccupied orbital energy: 4.21 eV
- Largest force on an atom: 4.00 eV/A
- Charge: -3

These are the Löwdin partial charges, in e, on atoms 1 to 6:
1. C -0.0485
2. C -0.1667
3. N -0.0329
4. C 0.0063
5. C 0.0034
6. N -0.0438

***

(2)
Here is 13 unconnected molecules or ions with the total composition C54H106N4O20S2 at a distorted geometry from OMol25. Energies are from wB97M-V/def2-TZVPD.

```
186
C54H106N4O20S2 wB97M-V/def2-TZVPD
C -3.822 4.301 0.641
O -2.666 4.817 0.034
C -2.778 4.999 -1.394
C -1.410 5.421 -1.886
O -0.437 4.676 -1.203
C 0.037 5.258 -0.028
H -4.475 5.073 1.078
H -3.441 3.804 1.520
H -4.420 3.676 -0.039
H -3.455 5.803 -1.708
H -3.154 4.061 -1.869
H -1.090 6.494 -1.712
H -1.368 5.218 -2.961
H 0.741 4.573 0.419
H -0.733 5.328 0.778
H 0.513 6.225 -0.198
C -5.196 0.744 0.981
O -5.698 0.098 2.129
C -6.490 0.948 2.879
C -6.922 0.142 4.113
O -5.930 0.001 5.119
C -5.829 -1.263 5.683
H -5.953 1.124 0.353
H -4.522 0.091 0.497
H -4.587 1.600 1.352
H -7.412 1.269 2.422
H -5.951 1.801 3.270
H -7.175 -0.834 3.760
H -7.846 0.488 4.576
H -5.761 -2.055 4.922
H -6.777 -1.492 6.159
H -5.023 -1.343 6.428
C 5.338 1.429 -3.843
O 4.740 1.006 -2.603
C 5.552 0.058 -1.908
C 7.004 0.430 -1.488
O 6.923 1.368 -0.443
C 8.191 1.944 -0.127
H 6.199 2.063 -3.586
H 4.559 1.983 -4.355
H 5.600 0.580 -4.462
H 5.705 -0.815 -2.604
H 5.030 -0.262 -1.011
H 7.617 0.738 -2.373
H 7.500 -0.510 -1.205
H 8.883 1.115 0.102
H 8.026 2.623 0.724
H 8.591 2.588 -0.918
C 3.964 -3.319 0.276
O 3.292 -2.097 0.156
C 1.893 -2.203 0.385
C 1.564 -2.667 1.787
O 2.092 -1.880 2.790
C 1.908 -0.530 2.704
H 3.976 -3.691 1.277
H 4.960 -3.000 -0.053
H 3.634 -4.157 -0.338
H 1.393 -3.001 -0.153
H 1.385 -1.262 0.060
H 1.845 -3.735 1.949
H 0.497 -2.674 1.721
H 2.070 -0.139 3.699
H 0.876 -0.251 2.463
H 2.541 -0.010 1.920
C 3.679 -4.251 -2.819
O 2.403 -4.355 -2.232
C 1.700 -5.499 -2.658
C 0.290 -5.373 -2.042
O -0.379 -4.280 -2.676
C -1.646 -4.090 -2.044
H 3.616 -4.312 -3.914
H 4.304 -5.107 -2.514
H 4.146 -3.336 -2.524
H 2.251 -6.363 -2.260
H 1.726 -5.612 -3.722
H 0.348 -5.226 -0.974
H -0.250 -6.262 -2.322
H -1.534 -3.715 -1.028
H -2.113 -5.103 -1.986
H -2.304 -3.359 -2.511
C 3.010 1.363 -6.871
O 3.756 0.128 -6.955
C 3.011 -1.070 -6.967
C 2.123 -1.406 -5.758
O 2.959 -1.526 -4.575
C 2.267 -1.105 -3.444
H 2.829 1.599 -5.839
H 2.019 1.356 -7.419
H 3.687 2.101 -7.356
H 3.757 -1.872 -7.123
H 2.365 -1.088 -7.851
H 1.746 -2.392 -5.948
H 1.304 -0.686 -5.584
H 2.071 -0.006 -3.360
H 2.803 -1.438 -2.538
H 1.305 -1.649 -3.418
C 4.520 2.878 1.106
O 5.517 2.816 2.151
C 5.740 1.462 2.573
C 6.285 1.452 3.955
O 5.253 1.555 4.894
C 5.733 1.516 6.246
H 4.910 2.306 0.193
H 4.426 3.914 0.806
H 3.582 2.516 1.511
H 6.446 0.872 1.953
H 4.753 0.931 2.538
H 7.047 2.225 4.111
H 6.903 0.498 3.993
H 5.051 1.643 7.061
H 6.510 2.262 6.394
H 6.294 0.573 6.446
O -2.218 1.303 -0.993
S -1.646 0.680 0.136
O -2.226 -0.479 0.712
O -0.248 0.214 -0.378
C 0.442 1.202 -1.246
C 1.766 1.601 -0.636
C -1.355 1.894 1.384
H -0.188 2.016 -1.589
H 0.708 0.599 -2.113
H 2.505 2.080 -1.351
H 2.295 0.660 -0.352
H 1.625 2.283 0.201
H -0.575 1.478 2.021
H -2.306 1.943 1.996
H -1.122 2.901 1.050
O -5.110 -3.830 -4.387
S -5.362 -3.022 -3.212
O -4.955 -3.561 -1.957
O -4.611 -1.629 -3.449
C -4.492 -0.609 -2.491
C -5.082 0.774 -2.877
C -7.032 -2.627 -3.119
H -3.410 -0.396 -2.430
H -4.832 -1.058 -1.508
H -4.769 1.051 -3.902
H -4.711 1.457 -2.105
H -6.197 0.876 -2.878
H -7.203 -2.060 -2.202
H -7.481 -3.577 -3.120
H -7.306 -2.091 -4.052
N 1.511 3.418 3.291
C 2.504 3.166 4.111
C 2.439 3.237 5.513
C 1.235 3.702 6.069
C 0.197 3.913 5.168
C 0.364 3.821 3.796
H 3.456 2.890 3.635
H 3.235 2.955 6.193
H 1.118 3.680 7.110
H -0.757 4.317 5.479
H -0.442 4.156 3.095
N -6.589 -3.800 2.503
C -5.846 -3.178 1.694
C -4.443 -3.199 1.745
C -3.828 -3.905 2.727
C -4.665 -4.636 3.554
C -6.006 -4.576 3.483
H -6.367 -2.597 0.927
H -3.909 -2.554 1.071
H -2.777 -3.739 2.981
H -4.320 -5.332 4.275
H -6.666 -5.155 4.129
N -1.663 -0.137 -6.691
C -1.440 -1.409 -6.385
C -1.283 -1.792 -5.057
C -1.232 -0.840 -4.037
C -1.412 0.482 -4.410
C -1.638 0.793 -5.729
H -1.372 -2.201 -7.113
H -1.174 -2.788 -4.765
H -1.262 -1.125 -3.023
H -1.329 1.236 -3.644
H -1.863 1.785 -6.124
N -1.971 1.374 5.991
C -0.796 0.763 5.955
C -0.528 -0.397 5.234
C -1.538 -0.844 4.394
C -2.745 -0.179 4.353
C -2.933 0.932 5.184
H -0.068 1.172 6.591
H 0.335 -1.014 5.469
H -1.464 -1.730 3.799
H -3.630 -0.469 3.745
H -3.870 1.471 5.208
```

Computed properties:
- Gap between HOMO and LUMO: 9.56 eV
- Lowest unoccupied orbital energy: 0.44 eV
- ΔE to the lowest compared entry with this formula, charge and spin: 0.0 kJ/mol
- Largest force on an atom: 4.36 eV/A
- Charge: 0

These are the Löwdin partial charges, in e, on atoms 1 to 6:
1. C -0.1067
2. O -0.2211
3. C -0.1685
4. C -0.1929
5. O -0.1957
6. C -0.1226